Here is 2 unconnected molecules or ions with the total composition C3H9NOS in a non-equilibrium geometry from the OMol25 dataset. Energies are from the ωB97M-V functional and the def2-TZVPD basis.

Results
* gap between HOMO and LUMO (spin up / spin down): 7.751 / 7.994 eV
* electronic energy: -647.73949 a.u.
* lowest unoccupied orbital energy (spin up / spin down): 0.016 / 0.345 eV
* ΔE to the lowest compared entry with this formula, charge and spin: 99.52 kcal/mol
* multiplicity: 1

The geometry in XYZ format:
```
15
C3H9NOS (the ωB97M-V functional and the def2-TZVPD basis)
C -2.53 -0.86 -0.10
C 2.50 0.89 -0.40
C -1.71 0.16 0.58
N 1.57 0.53 0.59
O 0.65 -1.17 -1.09
S 0.63 -0.96 0.32
H -2.97 -1.39 0.67
H -3.21 -0.48 -1.03
H -1.87 -1.49 -0.69
H 3.48 0.53 -0.30
H 2.16 0.38 -1.38
H 2.57 2.05 -0.45
H -1.96 0.38 1.63
H -1.38 1.08 0.15
H 2.05 0.35 1.51
```



Here is C3H9NS in the gas phase in a non-equilibrium geometry from the OMol25 dataset. Energies are from the ωB97M-V functional and the def2-TZVPD basis.

Results
* gap between HOMO and LUMO: 9.245 eV
* electronic energy: -572.58801 a.u.
* lowest unoccupied orbital energy: 0.974 eV
* structure (SMILES): CNCSC
* ΔE to the lowest compared entry with this formula, charge and spin: 32.68 kcal/mol
* multiplicity: 1

The geometry in XYZ format:
```
14
C3H9NS (the ωB97M-V functional and the def2-TZVPD basis)
C -1.05 -0.90 -0.94
N -0.76 0.45 -0.44
C 0.53 1.07 -0.73
S 1.73 0.82 0.69
C 0.79 -0.21 1.86
H -1.46 -0.98 -2.02
H -1.67 -1.42 -0.26
H -0.07 -1.43 -1.05
H -1.37 1.15 -0.82
H 0.93 0.72 -1.68
H 0.57 2.19 -0.81
H 1.41 -1.05 2.13
H 0.39 0.41 2.74
H 0.04 -0.83 1.32
```



Here is 2 unconnected molecules or ions with the total composition C3H9NS in a non-equilibrium geometry from the OMol25 dataset. Energies are from the ωB97M-V functional and the def2-TZVPD basis.

Results
* gap between HOMO and LUMO: 7.875 eV
* electronic energy: -572.53905 a.u.
* lowest unoccupied orbital energy: -0.576 eV
* structure (SMILES): C=C(C)N.S
* ΔE to the lowest compared entry with this formula, charge and spin: 63.40 kcal/mol
* multiplicity: 1

The geometry in XYZ format:
```
14
C3H9NS (the ωB97M-V functional and the def2-TZVPD basis)
C -1.51 -1.44 0.16
C -0.65 -0.77 0.94
C -0.02 -1.39 2.15
N -0.34 0.58 0.75
H -1.97 -0.95 -0.69
H -1.80 -2.45 0.41
H -0.18 -2.48 2.20
H 1.06 -1.26 2.18
H -0.49 -1.03 3.07
H 0.58 0.79 1.13
H -0.18 0.83 -0.24
S 1.10 1.31 -1.87
H 0.55 2.54 -1.90
H 0.48 -0.14 -1.39
```



Here is C3H9NS in the gas phase in a non-equilibrium geometry from the OMol25 dataset. Energies are from the ωB97M-V functional and the def2-TZVPD basis.

Results
* gap between HOMO and LUMO: 9.611 eV
* electronic energy: -572.59136 a.u.
* lowest unoccupied orbital energy: 0.996 eV
* structure (SMILES): CNCSC
* ΔE to the lowest compared entry with this formula, charge and spin: 30.58 kcal/mol
* multiplicity: 1

The geometry in XYZ format:
```
14
C3H9NS (the ωB97M-V functional and the def2-TZVPD basis)
C 1.05 1.62 -1.33
N 0.96 0.97 0.09
C 0.59 -0.50 -0.05
S -1.12 -0.84 -0.36
C -1.64 -1.43 1.36
H 1.88 1.23 -1.92
H 1.26 2.66 -1.25
H 0.14 1.48 -1.93
H 0.06 1.30 0.46
H 1.27 -0.90 -0.78
H 0.70 -0.86 0.96
H -1.45 -0.75 2.10
H -2.75 -1.68 1.10
H -0.95 -2.29 1.54
```



Here is 2 unconnected molecules or ions with the total composition C3H9NS in a non-equilibrium geometry from the OMol25 dataset. Energies are from the ωB97M-V functional and the def2-TZVPD basis.

Results
* gap between HOMO and LUMO: 6.188 eV
* electronic energy: -572.49827 a.u.
* lowest unoccupied orbital energy: -3.135 eV
* ΔE to the lowest compared entry with this formula, charge and spin: 88.99 kcal/mol
* multiplicity: 1

The geometry in XYZ format:
```
14
C3H9NS (the ωB97M-V functional and the def2-TZVPD basis)
C 1.19 -0.78 -0.93
C 0.00 0.06 -0.45
C -0.74 -0.67 0.67
S -2.20 1.91 1.41
N 0.44 1.41 -0.13
H 0.95 -1.35 -1.83
H 2.05 -0.15 -1.07
H 1.45 -1.59 -0.26
H -0.76 0.22 -1.23
H -0.17 -0.94 1.55
H -1.36 -1.48 0.29
H -1.47 0.10 1.07
H -0.41 1.88 0.21
H 1.03 1.40 0.70
```



Here is a gas-phase ion, C3H9NS (charge +1) in a non-equilibrium geometry from the OMol25 dataset. Energies are from the ωB97M-V functional and the def2-TZVPD basis.

Results
* gap between HOMO and LUMO (spin up / spin down): 10.209 / 3.474 eV
* total charge: +1
* electronic energy: -572.27768 a.u.
* lowest unoccupied orbital energy (spin up / spin down): -3.510 / -9.200 eV
* ΔE to the lowest compared entry with this formula, charge and spin: 26.47 kcal/mol
* multiplicity: 2

The geometry in XYZ format:
```
14
C3H9NS (the ωB97M-V functional and the def2-TZVPD basis)
C 1.75 0.09 -0.44
C 0.30 -0.39 -0.66
C -0.76 0.38 0.18
S -1.70 -0.77 1.10
N 2.11 1.17 -1.34
H 2.41 -0.77 -0.54
H 1.86 0.44 0.61
H 0.01 -0.32 -1.70
H 0.39 -1.46 -0.41
H -1.28 1.14 -0.40
H -0.17 1.10 0.80
H -2.69 -0.01 1.59
H 3.07 1.31 -1.60
H 1.58 1.98 -1.04
```